Computed, not measured: a 3-piece molecular cluster, C39H77IN2O11P3S overall at a distorted geometry, with ωB97M-V/def2-TZVPD.

```
134
Properties=species:S:1:pos:R:3:mulliken_charge:R:1
C 0.008 -10.301 -1.385 -0.681
C -0.832 -11.503 -1.851 -0.575
C -2.246 -11.574 -1.258 -0.552
C -2.340 -11.338 0.282 -0.814
C -3.500 -10.360 0.597 -1.261
C -3.001 -8.901 0.525 -0.573
C -3.624 -8.058 -0.624 -0.569
C -4.278 -6.767 -0.087 -1.489
C -3.254 -5.690 0.364 -1.335
C -3.222 -4.382 -0.446 -0.430
C -4.624 -3.757 -0.506 -1.161
C -4.575 -2.448 -1.338 -1.308
I -5.661 -0.933 -0.226 0.286
N -3.175 -1.986 -1.618 0.616
P -3.281 -0.531 -2.743 0.260
S -2.875 1.126 -1.885 -0.263
C -2.318 -3.018 -2.320 -2.553
C -2.565 -4.471 -1.856 5.234
C -1.256 -5.269 -1.781 -1.051
C -0.161 -4.933 -2.827 -1.081
C 1.078 -4.408 -2.096 -1.283
N 0.800 -3.092 -1.508 0.035
C 1.681 -2.754 -0.361 -1.507
C 0.801 -2.051 0.664 0.666
C 0.068 -2.838 1.549 -0.188
C -0.780 -2.222 2.467 -0.699
C -0.857 -0.835 2.466 -0.622
C -0.106 -0.043 1.613 -0.410
C 0.738 -0.654 0.687 0.153
O 1.517 0.068 -0.192 -0.568
C -3.512 -5.091 -2.900 -1.832
O -2.838 -5.368 -4.138 -0.323
C -3.307 -4.670 -5.213 0.832
C -2.236 -3.920 -5.986 -0.982
O -4.444 -4.665 -5.561 -0.515
H -0.598 -9.424 -1.145 -0.166
H 0.636 -10.555 -0.529 0.305
H 0.695 -10.006 -2.184 0.380
H -0.287 -12.433 -1.679 0.309
H -0.944 -11.406 -2.936 0.346
H -2.613 -12.587 -1.445 0.347
H -2.944 -10.888 -1.744 0.306
H -1.405 -10.992 0.722 0.402
H -2.586 -12.301 0.738 0.411
H -3.794 -10.585 1.627 0.361
H -4.365 -10.553 -0.039 0.488
H -1.914 -8.827 0.467 0.371
H -3.286 -8.409 1.461 0.629
H -4.442 -8.650 -1.045 0.568
H -2.919 -7.836 -1.429 0.076
H -4.856 -7.068 0.790 0.468
H -5.005 -6.424 -0.826 0.635
H -2.282 -6.175 0.462 0.478
H -3.544 -5.402 1.380 0.740
H -2.602 -3.680 0.133 -0.052
H -4.971 -3.535 0.502 1.015
H -5.372 -4.401 -0.967 0.059
H -5.160 -2.572 -2.245 0.805
H -2.771 -1.600 -0.757 0.577
H -4.606 -0.556 -3.219 0.148
H -2.429 -0.771 -3.832 0.120
H -2.488 -2.906 -3.391 -0.085
H -1.278 -2.719 -2.145 0.731
H -0.819 -5.196 -0.782 0.433
H -1.516 -6.324 -1.901 0.039
H -0.471 -4.293 -3.655 0.186
H 0.138 -5.879 -3.287 0.403
H 1.340 -5.167 -1.354 0.499
H 1.921 -4.405 -2.802 0.462
H 1.009 -2.423 -2.243 0.336
H 2.489 -2.089 -0.671 0.415
H 2.149 -3.640 0.068 0.474
H 0.183 -3.916 1.496 0.415
H -1.358 -2.841 3.143 0.478
H -1.538 -0.368 3.170 0.410
H -0.131 1.041 1.617 0.547
H 1.052 0.251 -1.013 0.249
H -3.951 -6.026 -2.551 0.065
H -4.355 -4.426 -3.116 0.471
H -2.018 -2.959 -5.523 0.151
H -1.340 -4.550 -5.956 0.369
H -2.514 -3.844 -7.033 0.388
O 4.091 5.050 3.219 -0.777
P 4.400 4.662 1.822 1.170
O 5.394 3.380 1.927 -0.353
C 4.893 2.168 2.484 -0.612
C 3.937 1.459 1.540 -0.603
O 5.457 5.809 1.361 -0.418
C 5.667 6.988 2.141 -0.028
C 6.831 6.812 3.093 -1.237
O 3.988 4.412 0.247 -0.300
C 2.620 4.654 -0.131 -0.183
C 2.199 6.077 0.171 -0.996
H 4.408 2.369 3.444 0.300
H 5.757 1.534 2.678 0.359
H 2.995 2.009 1.455 -0.007
H 3.706 0.458 1.905 0.435
H 4.363 1.385 0.540 0.283
H 4.758 7.268 2.674 0.118
H 5.886 7.794 1.438 0.383
H 6.722 5.913 3.698 0.295
H 6.920 7.673 3.757 0.375
H 7.763 6.710 2.534 0.306
H 1.966 3.941 0.383 0.171
H 2.545 4.455 -1.200 0.342
H 2.189 6.260 1.251 0.202
H 1.196 6.274 -0.209 0.414
H 2.895 6.789 -0.272 0.331
O 2.229 11.546 3.592 -0.776
P 1.607 11.747 2.262 1.113
O 0.033 12.030 2.544 -0.356
C -0.340 13.221 3.237 -0.329
C -0.188 14.459 2.370 -0.934
O 1.519 10.223 1.684 -0.410
C 2.207 9.147 2.318 0.116
C 1.305 8.436 3.307 -1.195
O 1.604 12.328 0.727 -0.326
C 2.746 13.091 0.285 -0.239
C 4.037 12.302 0.389 -1.117
H 0.247 13.319 4.155 0.285
H -1.384 13.099 3.525 0.325
H 0.868 14.687 2.199 0.185
H -0.643 15.324 2.853 0.412
H -0.654 14.307 1.397 0.258
H 3.124 9.496 2.793 0.385
H 2.504 8.452 1.532 -0.044
H 0.856 9.134 4.013 0.397
H 1.863 7.681 3.865 0.321
H 0.485 7.941 2.781 0.302
H 2.814 14.016 0.865 0.266
H 2.557 13.367 -0.751 0.359
H 4.287 12.091 1.434 0.334
H 4.865 12.863 -0.044 0.425
H 3.946 11.344 -0.124 0.253
```

Properties
HOMO level in eV: -11.192
Net charge: +1
Calculated total energy in eV: -113992.3693
Spin multiplicity: 1
Energy relative to the best compared isomer or geometry (same formula, charge and spin) in eV: 0.0000



Computed, not measured: a 2-piece molecular cluster, C11H19NO4P overall at a distorted geometry, with ωB97M-V/def2-TZVPD.

```
36
Properties=species:S:1:pos:R:3:mulliken_charge:R:1
C 0.902 1.216 3.150 -1.501
C -0.095 0.141 2.789 0.815
C -1.411 0.173 3.247 -0.583
C -2.307 -0.824 2.882 -0.409
C -1.916 -1.870 2.051 -0.498
C -0.597 -1.927 1.595 0.638
C -0.134 -3.004 0.673 -1.403
P -0.472 -2.452 -1.186 0.102
O 0.847 -1.243 -1.183 -0.584
C 0.278 -0.045 -1.620 0.263
C -0.866 -0.402 -2.630 -0.487
O -0.830 -1.785 -2.803 -0.496
C 0.298 -0.923 1.979 -0.406
H 1.818 1.071 2.582 0.340
H 0.520 2.201 2.885 0.317
H 1.122 1.176 4.216 0.347
H -1.749 0.972 3.897 0.365
H -3.325 -0.791 3.252 0.354
H -2.622 -2.635 1.760 0.357
H 0.933 -3.165 0.822 0.441
H -0.698 -3.915 0.876 0.502
H -1.316 -1.421 -0.655 -0.120
H -1.544 -3.422 -1.300 0.040
H 0.497 -3.382 -1.695 -0.104
H -0.113 0.618 -0.837 0.031
H 1.059 0.530 -2.127 0.068
H -1.846 0.011 -2.365 0.293
H -0.611 0.127 -3.559 0.191
H 1.318 -0.972 1.621 0.134
C 2.364 4.089 -2.565 -0.786
N 1.160 3.221 -2.674 0.858
O 0.446 3.132 -1.701 -0.486
O 0.991 2.666 -3.738 -0.485
H 2.390 4.515 -1.569 0.310
H 3.232 3.462 -2.748 0.301
H 2.278 4.860 -3.324 0.281
```

Properties
HOMO level in eV: -4.057
Net charge: -1
Calculated total energy in eV: -30680.8044
Spin multiplicity: 1
Energy relative to the best compared isomer or geometry (same formula, charge and spin) in eV: 0.0000